No. 1
Density functional theory data (ωB97M-V with the def2-TZVPD basis set) for 2 unconnected molecules or ions with the total composition ClFN2O2 in a non-equilibrium geometry.

Computed properties:
**Frontier orbital gap (alpha / beta)**: 9.38 / 8.81 eV

Structure (ORCA input):
```
! RIJCOSX wB97M-V def2-TZVPD def2/J DEFGRID3
* xyz 0 1
N -1.42283 -0.20174 -0.00997
N 1.31359 0.45360 -0.57083
O -2.27302 0.41060 0.52801
O -1.13306 -1.29651 -0.20639
F 1.66019 1.58393 0.01475
Cl 1.85513 -0.94988 0.24442
*
```

Results of the Mulliken charge analysis, in e, for atoms 1 through 4: number 1, N, carries 0.806; number 2, N, carries 0.064; number 3, O, carries -0.439; number 4, O, carries -0.363

No. 2
Density functional theory data (ωB97M-V with the def2-TZVPD basis set) for a single ClFN2O3 molecule in a non-equilibrium geometry.

Computed properties:
**Frontier orbital gap**: 10.27 eV
**SMILES string**: O=[N+]([O-])N(F)OCl

Structure (ORCA input):
```
! RIJCOSX wB97M-V def2-TZVPD def2/J DEFGRID3
* xyz 0 1
O 0.36761 -1.58910 -0.35730
N 0.61321 -0.52149 0.07042
O 1.33556 -0.12401 0.91752
N -0.07575 0.62194 -0.55285
F -0.29430 1.64982 0.34104
O -1.37858 0.10428 -0.86917
Cl -2.24179 -0.19318 0.64694
*
```

Results of the Mulliken charge analysis, in e, for atoms 1 through 4: number 1, O, carries -0.484; number 2, N, carries 1.064; number 3, O, carries -0.531; number 4, N, carries 0.191

No. 3
Density functional theory data (ωB97M-V with the def2-TZVPD basis set) for 2 unconnected molecules or ions with the total composition ClFN2O3 in a non-equilibrium geometry.

Computed properties:
**Frontier orbital gap (alpha / beta)**: 8.81 / 8.55 eV
**SMILES string**: O=NOCl.O=NF

Structure (ORCA input):
```
! RIJCOSX wB97M-V def2-TZVPD def2/J DEFGRID3
* xyz 0 1
O -0.98578 0.19351 1.19319
N -1.80083 -0.25550 0.46731
O -1.79015 -0.90242 -0.53548
Cl -0.09110 -1.62035 -1.44107
O 1.97012 -0.01074 0.50327
N 1.33044 0.87766 0.56440
F 1.36730 1.71785 -0.75163
*
```

Results of the Mulliken charge analysis, in e, for atoms 1 through 4: number 1, O, carries -0.355; number 2, N, carries 0.787; number 3, O, carries -0.292; number 4, Cl, carries -0.131

Calculated energy above the lowest of the compared OMol25 structures with the same formula, charge and spin in order - 15.5; 51.7; 29.7 kcal/mol